Entry 1:
{"formula": "C19H40BaBrN7O8P", "method": "ωB97M-V/def2-TZVPD", "de_lowest_kcal_mol": 1.18, "total_charge": -1, "spin_multiplicity": 1, "energy_ev": -127195.447, "largest_force_ev_per_a": 0.343, "symbols": ["Ba", "N", "C", "C", "N", "C", "C", "N", "C", "C", "N", "H", "H", "H", "H", "H", "H", "H", "H", "H", "H", "H", "H", "H", "H", "H", "H", "H", "H", "N", "N", "C", "O", "O", "H", "H", "H", "Br", "C", "C", "C", "C", "C", "N", "C", "O", "O", "H", "H", "H", "C", "C", "C", "O", "H", "H", "H", "H", "H", "H", "H", "C", "O", "P", "O", "C", "O", "C", "H", "H", "H", "H", "H", "H", "H", "H", "H"], "positions_angstrom": [[-0.3605, 0.0240, -0.8337], [0.6404, 0.4076, 2.0000], [-0.1490, 1.4605, 2.6217], [-1.6033, 1.0313, 2.7555], [-2.2259, 0.6276, 1.4955], [-3.0282, -0.5893, 1.6477], [-2.2173, -1.8546, 1.9069], [-1.4139, -2.2112, 0.7532], [-3.0750, 1.6782, 0.9236], [-2.3674, 2.9952, 0.6435], [-1.3110, 2.8437, -0.3571], [0.5579, -0.4772, 2.4910], [1.6303, 0.6260, 1.9908], [-0.0637, 2.3479, 1.9948], [0.2119, 1.7422, 3.6224], [-2.1797, 1.8359, 3.2373], [-1.6358, 0.1881, 3.4506], [-3.5628, -0.7234, 0.7050], [-3.7773, -0.4590, 2.4496], [-2.9213, -2.6418, 2.2132], [-1.5410, -1.7166, 2.7544], [-1.9804, -2.5871, 0.0028], [-0.6237, -2.8196, 0.9545], [-3.9302, 1.8823, 1.5944], [-3.4601, 1.2793, -0.0171], [-1.9245, 3.3885, 1.5615], [-3.1322, 3.7211, 0.3401], [-0.6361, 3.5961, -0.2948], [-1.6911, 2.8614, -1.3045], [-2.2944, 2.1741, -3.4385], [-1.3581, 2.0643, -4.5377], [-0.0223, 1.7124, -4.1824], [0.8597, 2.0313, -4.9895], [0.1199, 1.1097, -3.0753], [-2.1668, 1.3240, -2.8767], [-3.2039, 2.0166, -3.8646], [-1.3110, 2.9424, -5.0355], [4.8226, 0.8098, 3.4547], [4.7069, -0.5948, 2.1654], [5.8760, -1.1582, 1.6893], [5.7348, -2.1888, 0.7706], [4.4699, -2.5893, 0.3840], [3.3649, -1.9449, 0.9326], [3.4936, -0.9538, 1.8199], [1.9494, -2.3401, 0.5347], [1.3678, -3.1535, 1.2626], [1.5403, -1.7756, -0.5162], [6.8408, -0.8075, 2.0235], [6.6144, -2.6700, 0.3606], [4.3276, -3.3832, -0.3362], [-5.0896, 0.1009, -1.9627], [-3.8311, -0.6868, -2.3514], [-4.0646, -2.1848, -2.1139], [-2.7248, -0.2431, -1.6701], [-5.9643, -0.2082, -2.5435], [-4.9238, 1.1692, -2.1223], [-5.3091, -0.0483, -0.9002], [-3.7089, -0.5597, -3.4493], [-4.2522, -2.3563, -1.0483], [-3.1718, -2.7428, -2.4032], [-4.9174, -2.5694, -2.6820], [4.2057, 0.7145, -1.2343], [3.8196, 1.6204, -0.1962], [2.3468, 2.2885, -0.3838], [2.7439, 3.5030, -1.3891], [1.8853, 3.8104, -2.5026], [2.2780, 3.0738, 1.0340], [3.3030, 3.9828, 1.4410], [5.1097, 0.2108, -0.8979], [4.4129, 1.2562, -2.1601], [3.4242, -0.0284, -1.4173], [1.9981, 3.0856, -3.3055], [2.1722, 4.8015, -2.8509], [0.8350, 3.8279, -2.2040], [2.9899, 4.3986, 2.3968], [3.4146, 4.7799, 0.7058], [4.2501, 3.4582, 1.5610]], "forces_ev_per_a": [[-0.298, -0.039, 0.166], [0.054, -0.091, -0.137], [0.031, 0.050, 0.045], [0.001, -0.010, 0.037], [-0.033, 0.074, 0.072], [0.014, -0.011, -0.043], [0.032, 0.005, 0.033], [-0.040, 0.121, -0.155], [0.024, -0.048, -0.006], [0.047, 0.012, 0.021], [0.039, -0.040, -0.046], [-0.010, 0.009, 0.033], [0.013, 0.021, 0.063], [0.000, 0.002, -0.006], [-0.014, -0.007, 0.005], [0.000, 0.005, -0.007], [-0.005, 0.001, -0.001], [-0.021, -0.019, 0.003], [0.000, -0.023, 0.017], [-0.027, 0.003, -0.007], [-0.006, 0.002, 0.002], [-0.003, -0.044, 0.016], [-0.008, -0.011, 0.039], [-0.006, 0.023, 0.007], [-0.021, 0.027, -0.016], [0.006, 0.000, -0.005], [-0.032, -0.017, -0.002], [-0.030, 0.009, 0.027], [-0.023, -0.040, -0.035], [-0.009, 0.018, -0.025], [0.169, 0.054, 0.041], [-0.092, 0.029, 0.061], [0.003, 0.037, -0.025], [0.020, 0.043, -0.196], [-0.012, -0.049, -0.030], [-0.011, 0.003, 0.022], [-0.063, -0.020, -0.005], [0.013, 0.041, -0.020], [-0.074, -0.030, -0.009], [0.030, 0.028, 0.019], [0.022, -0.014, -0.006], [0.017, 0.012, -0.004], [0.032, -0.094, 0.016], [-0.006, 0.011, 0.028], [0.048, 0.181, -0.191], [-0.044, -0.014, 0.062], [0.177, -0.193, 0.134], [-0.002, -0.001, -0.003], [-0.002, -0.001, 0.000], [-0.031, 0.001, 0.004], [0.001, -0.021, 0.004], [0.027, -0.043, -0.032], [-0.008, 0.077, -0.013], [0.077, 0.018, 0.030], [-0.009, 0.008, 0.004], [-0.005, 0.011, -0.008], [-0.012, -0.005, -0.003], [0.017, 0.004, 0.010], [-0.007, -0.032, 0.003], [-0.001, -0.013, 0.005], [-0.003, -0.012, 0.008], [-0.001, -0.009, -0.062], [0.068, -0.003, 0.026], [-0.087, 0.082, -0.008], [0.050, 0.013, -0.070], [-0.016, 0.032, -0.020], [0.003, 0.001, 0.056], [-0.018, -0.065, -0.012], [-0.009, -0.001, 0.015], [0.002, 0.003, 0.022], [0.005, -0.011, 0.020], [0.004, -0.031, -0.019], [0.009, -0.012, 0.025], [0.000, -0.016, 0.008], [0.014, 0.009, 0.000], [0.013, 0.010, 0.009], [0.014, -0.001, 0.011]]}

***

Entry 2:
{"formula": "C3H9NS", "method": "ωB97M-V/def2-TZVPD", "de_lowest_kcal_mol": 92.26, "total_charge": 0, "spin_multiplicity": 1, "energy_ev": -15578.330, "largest_force_ev_per_a": 4.033, "symbols": ["C", "N", "C", "C", "S", "H", "H", "H", "H", "H", "H", "H", "H", "H"], "positions_angstrom": [[1.8669, 0.3895, -0.9395], [1.0816, 0.3805, 0.3419], [-0.3963, 0.3068, 0.1775], [-1.2389, -0.5280, 1.1300], [-2.9471, -0.1411, 0.6528], [1.5201, 1.2868, -1.5759], [2.8825, 0.4550, -0.6242], [1.6591, -0.5824, -1.5588], [1.3904, -0.1003, 1.1780], [-0.5871, -0.2297, -0.7575], [-0.7935, 1.3160, 0.0122], [-1.2253, -0.1496, 2.1376], [-0.8846, -1.5763, 1.1077], [-2.3278, -0.8272, -1.2821]], "forces_ev_per_a": [[-2.649, -0.871, 0.233], [-1.264, 0.384, -0.424], [1.667, -0.067, -0.820], [0.258, 0.787, -0.318], [1.141, -2.185, -3.192], [0.749, -1.326, 1.058], [0.867, 0.144, -0.367], [0.542, 1.606, 0.895], [0.531, -0.155, -0.714], [0.048, 0.062, -0.521], [-0.110, -0.202, 0.315], [0.325, 0.143, 0.698], [-0.723, 0.419, 0.056], [-1.382, 1.262, 3.100]]}

***

Entry 3:
{"formula": "C2H6N3S", "method": "ωB97M-V/def2-TZVPD", "de_lowest_kcal_mol": 97.77, "total_charge": 1, "spin_multiplicity": 1, "energy_ev": -17465.898, "largest_force_ev_per_a": 3.355, "symbols": ["C", "C", "N", "N", "N", "S", "H", "H", "H", "H", "H", "H"], "positions_angstrom": [[-0.4872, 1.9266, 1.2580], [-0.4933, -0.3334, 1.8982], [-0.8642, 0.8624, 1.7894], [0.5912, 0.2402, -0.4504], [-0.0580, -0.2290, -1.6312], [0.4776, 1.8182, -0.2109], [-0.7449, 2.9819, 1.3322], [0.5476, -0.5563, 2.1856], [-1.3224, -1.1421, 1.9263], [-0.7996, -0.8534, -1.3060], [0.6012, -0.8312, -2.0866], [-0.4058, 0.5147, -2.1298]], "forces_ev_per_a": [[0.481, 1.088, -2.238], [-0.739, -1.953, 0.497], [-0.824, 0.642, 0.749], [1.667, -1.088, 1.364], [0.056, -2.256, 2.483], [-0.559, 0.547, -0.095], [-0.117, -0.272, 1.398], [-0.567, -0.085, -0.087], [1.653, 1.224, -0.235], [-0.386, 0.196, -0.445], [0.539, -0.038, -1.023], [-1.204, 1.995, -2.368]]}

***

Entry 4:
{"formula": "C3H8O4", "method": "ωB97M-V/def2-TZVPD", "de_lowest_kcal_mol": 20.60, "total_charge": 0, "smiles": "O=C(O)CCO.O", "spin_multiplicity": 1, "energy_ev": -11430.376, "largest_force_ev_per_a": 3.595, "symbols": ["O", "C", "O", "C", "C", "O", "H", "H", "H", "H", "H", "H", "O", "H", "H"], "positions_angstrom": [[-1.4579, 0.9170, 0.4154], [-0.6737, 0.5286, -0.3732], [-0.8746, -0.3751, -1.4488], [0.7430, 1.0492, -0.5852], [1.8607, 0.0699, -0.9626], [1.9308, -0.1823, -2.3573], [-1.5771, -0.9517, -1.1204], [0.6953, 1.6741, -1.4936], [1.0601, 1.7415, 0.1910], [2.7654, 0.6333, -0.7225], [1.9150, -0.8294, -0.3408], [1.1593, -0.7112, -2.5257], [-2.2281, -1.1050, 4.0882], [-2.3022, -1.8273, 3.4322], [-3.0160, -0.6316, 3.8033]], "forces_ev_per_a": [[-1.063, -0.614, 0.485], [2.690, 0.316, -2.364], [-0.643, 0.208, 2.014], [-0.164, 0.444, -0.523], [0.728, 0.857, 0.431], [0.137, -0.080, 0.750], [-0.407, -0.116, -0.492], [-0.281, -0.026, 0.228], [-0.226, -0.265, 0.364], [0.139, -0.198, -0.121], [-0.340, -0.130, -0.214], [-0.583, -0.402, -0.557], [-0.553, -0.781, -1.058], [0.622, 0.142, 0.645], [-0.056, 0.645, 0.413]]}